Entry 1:
{
  "formula": "C20H23ClN2O5",
  "method": "the ωB97M-V functional and the def2-TZVPD basis",
  "symbols": ["Cl", "O", "O", "O", "O", "O", "N", "N", "C", "C", "C", "C", "C", "C", "C", "C", "C", "C", "C", "C", "C", "C", "C", "C", "C", "C", "C", "C", "H", "H", "H", "H", "H", "H", "H", "H", "H", "H", "H", "H", "H", "H", "H", "H", "H", "H", "H", "H", "H", "H", "H"],
  "positions_angstrom": [[-1.789, -0.783, -1.875], [1.359, -1.581, 2.070], [-2.043, -1.349, 1.356], [-1.869, 1.373, -0.012], [1.862, 1.922, -0.984], [4.413, 1.776, 0.359], [-0.643, 0.190, 2.290], [0.127, -2.791, 0.575], [1.890, -0.501, -1.121], [4.172, 3.062, -0.165], [-5.567, -0.383, -0.727], [1.816, -3.011, -1.205], [0.326, -1.816, 1.468], [3.728, -1.722, -0.214], [2.467, 0.708, -0.751], [-4.422, -0.826, -1.367], [-3.212, -0.223, -1.091], [-5.484, 0.657, 0.179], [3.710, 0.694, -0.096], [-1.586, 2.133, 1.141], [-3.108, 0.831, -0.178], [-4.269, 1.260, 0.453], [2.502, -1.717, -0.862], [0.795, 1.971, -1.904], [-1.595, 1.261, 2.409], [4.315, -0.533, 0.159], [-0.933, -0.975, 1.690], [1.185, -3.622, 0.059], [4.206, 3.065, -1.257], [1.037, -2.843, -1.951], [-4.461, -1.642, -2.072], [3.213, 3.466, 0.165], [-0.580, 2.523, 0.966], [4.225, -2.656, 0.000], [-1.362, 1.873, 3.282], [0.779, -4.613, -0.159], [-0.108, 1.502, -1.506], [2.538, -3.724, -1.606], [1.064, 1.500, -2.854], [4.981, 3.683, 0.222], [-4.234, 2.070, 1.165], [-6.371, 1.006, 0.685], [-2.581, 0.801, 2.529], [0.604, 3.031, -2.069], [-6.514, -0.856, -0.934], [-2.279, 2.976, 1.250], [1.943, -3.698, 0.842], [0.929, -0.500, -1.611], [0.341, 0.358, 2.465], [-0.780, -2.809, 0.127], [5.266, -0.518, 0.666]],
  "e_homo_ev": -7.803,
  "e_tot_ev": -46853.64623,
  "e_above_lowest_kcal_mol": 37.79,
  "total_charge": 0,
  "gap_ev": 8.47
}



Entry 2:
{
  "formula": "C20H23FN4O2SiV",
  "method": "the ωB97M-V functional and the def2-TZVPD basis",
  "symbols": ["V", "Si", "F", "O", "O", "N", "N", "N", "N", "C", "C", "C", "C", "C", "C", "C", "C", "C", "C", "C", "C", "C", "C", "C", "C", "C", "C", "C", "C", "H", "H", "H", "H", "H", "H", "H", "H", "H", "H", "H", "H", "H", "H", "H", "H", "H", "H", "H", "H", "H", "H", "H"],
  "positions_angstrom": [[0.285, 0.542, 0.557], [-1.401, -2.321, 1.112], [1.069, 1.014, 2.640], [-2.337, 1.534, -1.292], [1.605, -0.542, -2.242], [1.650, 2.003, 0.214], [3.199, 3.791, -0.460], [-0.441, -0.979, 1.708], [-0.275, 0.481, -1.364], [-1.525, 0.526, -3.340], [-0.075, -0.636, -4.874], [-0.595, -3.970, 1.497], [3.224, 5.064, 0.255], [-2.269, 0.151, -5.551], [-1.478, 0.926, -1.893], [4.236, 3.513, -1.452], [-1.563, -2.293, -0.745], [-3.152, -2.246, 1.771], [0.934, 0.328, 4.895], [-0.350, -1.612, 5.416], [0.452, -0.565, 5.844], [0.591, 0.119, 3.588], [0.477, -0.110, -2.365], [-0.338, -0.109, -3.626], [-0.203, -0.909, 3.078], [-0.671, -1.782, 4.075], [-1.067, -0.495, -5.840], [-2.519, 0.676, -4.286], [2.384, 2.841, -0.093], [4.126, 5.143, 0.863], [-3.449, 1.173, -4.047], [5.216, 3.470, -0.974], [-3.263, -2.462, 2.833], [1.562, 1.170, 5.153], [-0.550, -4.243, 2.550], [2.349, 5.136, 0.895], [-1.120, -4.769, 0.968], [-0.609, -2.311, -1.273], [3.201, 5.878, -0.469], [-3.544, -1.240, 1.596], [-0.742, -2.319, 6.136], [4.026, 2.562, -1.934], [-2.165, -1.467, -1.125], [-1.304, -2.613, 3.806], [-2.091, -3.221, -0.991], [-3.785, -2.947, 1.221], [-0.909, -0.896, -6.833], [0.861, -1.138, -5.083], [0.698, -0.440, 6.889], [4.232, 4.301, -2.204], [-3.021, 0.238, -6.325], [0.432, -3.946, 1.121]],
  "e_homo_ev": [-7.126, -7.470],
  "multiplicity": 4,
  "e_tot_ev": -67453.67967,
  "e_above_lowest_kcal_mol": 0.00,
  "total_charge": 0,
  "gap_ev": [7.30, 7.59]
}



Entry 3:
{
  "formula": "C20H23IN5Pb",
  "method": "the ωB97M-V functional and the def2-TZVPD basis",
  "symbols": ["Pb", "I", "N", "N", "N", "N", "N", "C", "C", "C", "C", "C", "C", "C", "C", "C", "C", "C", "C", "C", "C", "C", "C", "C", "C", "C", "C", "H", "H", "H", "H", "H", "H", "H", "H", "H", "H", "H", "H", "H", "H", "H", "H", "H", "H", "H", "H", "H", "H", "H"],
  "positions_angstrom": [[0.628, -0.757, 0.022], [-0.007, 1.873, -1.433], [-0.513, -0.804, -2.430], [2.628, 0.330, 1.003], [2.442, -1.435, -1.521], [-2.846, 0.660, 1.490], [-3.024, 0.330, 0.375], [0.248, -0.250, 3.392], [-2.251, 0.952, 3.764], [-6.151, 1.350, -2.145], [3.502, -0.477, -1.968], [-1.168, 0.838, -4.062], [-4.244, -0.020, -1.659], [-1.389, 0.801, 4.843], [-4.929, 1.761, -0.121], [-1.869, 0.505, 2.505], [-0.157, 0.198, 4.663], [-5.969, 2.078, -0.969], [-1.557, -0.184, -4.923], [3.598, 1.038, 0.104], [4.326, 0.075, -0.819], [-4.084, 0.710, -0.485], [-0.605, -0.050, 2.346], [-0.896, -1.779, -3.273], [-1.421, -1.507, -4.524], [-5.297, 0.307, -2.491], [-0.661, 0.443, -2.843], [-1.256, 1.879, -4.341], [1.198, -0.758, 3.287], [-6.977, 1.600, -2.798], [1.958, -1.789, -2.343], [3.150, -0.382, 1.514], [4.774, -0.742, -0.243], [4.315, 1.580, 0.720], [0.510, 0.051, 5.503], [5.167, 0.616, -1.255], [-1.695, 1.139, 5.822], [-4.769, 2.306, 0.800], [4.157, -0.993, -2.671], [3.042, 1.776, -0.476], [-3.577, -0.840, -1.883], [3.010, 0.330, -2.512], [2.312, 0.984, 1.718], [-1.956, 0.059, -5.899], [-0.775, -2.798, -2.924], [2.895, -2.249, -1.104], [-5.468, -0.255, -3.399], [-6.646, 2.882, -0.716], [-3.232, 1.396, 3.886], [-1.713, -2.319, -5.175]],
  "e_homo_ev": [-17.691, -17.601],
  "e_tot_ev": -41882.30031,
  "e_above_lowest_kcal_mol": 3.02,
  "total_charge": 3,
  "gap_ev": [6.59, 6.31]
}



Entry 4:
{
  "formula": "C20H23N2",
  "method": "the ωB97M-V functional and the def2-TZVPD basis",
  "symbols": ["N", "N", "C", "C", "C", "C", "C", "C", "C", "C", "C", "C", "C", "C", "C", "C", "C", "C", "C", "C", "C", "C", "H", "H", "H", "H", "H", "H", "H", "H", "H", "H", "H", "H", "H", "H", "H", "H", "H", "H", "H", "H", "H", "H", "H"],
  "positions_angstrom": [[-0.161, 2.261, 1.129], [-1.164, 2.803, 0.521], [0.986, -0.447, -2.783], [-3.100, -0.601, -1.270], [-0.296, -0.523, -2.247], [-4.401, -0.736, -0.791], [1.277, -0.120, -4.152], [-2.237, -1.383, 0.869], [2.937, 0.231, -5.933], [2.048, 1.919, 1.930], [1.238, 2.290, 0.683], [0.579, 0.597, -6.398], [-1.432, 3.895, -0.093], [-1.971, -0.892, -0.445], [-0.343, 1.509, 2.370], [0.262, 0.248, -5.086], [1.055, 1.446, 2.994], [-3.540, -1.507, 1.347], [2.623, -0.127, -4.626], [1.916, 0.599, -6.829], [-0.621, -0.742, -0.911], [-4.628, -1.168, 0.525], [3.418, -0.417, -3.935], [-2.937, -0.285, -2.302], [-5.244, -0.492, -1.444], [-1.124, -0.480, -2.955], [2.159, 0.881, -7.854], [-5.649, -1.246, 0.902], [3.978, 0.227, -6.272], [1.832, -0.708, -2.144], [-0.220, 0.872, -7.094], [1.524, 3.283, 0.301], [1.092, 2.108, 3.864], [-2.286, 3.907, -0.789], [-0.761, 0.507, 2.150], [-1.397, -1.705, 1.490], [0.184, -0.958, -0.203], [-1.054, 2.025, 3.036], [1.399, 1.553, -0.130], [-0.918, 4.862, 0.076], [1.266, 0.437, 3.351], [-0.781, 0.265, -4.760], [2.599, 2.789, 2.300], [-3.719, -1.859, 2.367], [2.789, 1.152, 1.698]],
  "e_homo_ev": -9.320,
  "e_tot_ev": -24083.13273,
  "e_above_lowest_kcal_mol": 95.53,
  "total_charge": 1,
  "gap_ev": 3.65
}



Entry 5:
{
  "formula": "C20H23N3O3",
  "method": "the ωB97M-V functional and the def2-TZVPD basis",
  "symbols": ["O", "O", "O", "N", "N", "N", "C", "C", "C", "C", "C", "C", "C", "C", "C", "C", "C", "C", "C", "C", "C", "C", "C", "C", "C", "C", "H", "H", "H", "H", "H", "H", "H", "H", "H", "H", "H", "H", "H", "H", "H", "H", "H", "H", "H", "H", "H", "H", "H"],
  "positions_angstrom": [[-2.883, -3.981, -1.727], [1.172, -2.150, -0.569], [-4.327, -2.150, -0.484], [0.852, -0.296, 0.675], [4.942, -0.053, -1.352], [-2.711, -0.580, -0.443], [-2.237, -2.750, -1.512], [-1.962, 2.143, -0.045], [-3.601, 0.246, 0.368], [-3.386, 3.771, 1.712], [5.708, -0.208, -0.274], [-3.796, 2.471, 1.473], [-3.095, 1.649, 0.594], [-3.196, -1.823, -0.770], [-1.308, -0.212, -0.552], [2.811, -0.202, -2.486], [3.652, -0.362, -1.250], [5.240, -0.666, 0.943], [-1.200, 1.247, -0.982], [-1.548, 3.448, 0.208], [-2.254, 4.264, 1.075], [3.093, -0.819, -0.051], [3.892, -0.982, 1.076], [1.632, -1.160, -0.021], [3.344, -1.494, 2.380], [-0.582, -0.495, 0.773], [-4.571, 0.277, -0.133], [2.603, -2.278, 2.221], [-0.152, 1.548, -1.027], [-0.778, -1.529, 1.065], [-3.945, 4.397, 2.395], [5.917, -0.784, 1.779], [2.859, -0.697, 2.949], [-0.962, 0.159, 1.558], [-1.601, 1.332, -1.996], [-4.675, 2.081, 1.975], [1.277, 0.518, 1.084], [-1.314, -2.871, -0.935], [-3.788, -0.235, 1.334], [-0.659, 3.824, -0.286], [-2.430, -4.435, -2.441], [2.492, -1.175, -2.861], [-1.963, -2.267, -2.458], [-0.847, -0.832, -1.316], [-1.921, 5.277, 1.259], [1.905, 0.373, -2.280], [4.147, -1.894, 2.995], [6.756, 0.045, -0.396], [3.396, 0.309, -3.245]],
  "e_homo_ev": -9.052,
  "e_tot_ev": -31727.42960,
  "e_above_lowest_kcal_mol": 16.69,
  "total_charge": 0,
  "gap_ev": 9.48
}